# 1
This record from the OMol25 dataset describes 9 unconnected molecules or ions with the total composition C54H135N9 at a distorted geometry. The level of theory is wB97M-V/def2-TZVPD.

Properties
Multiplicity: 1
Molar mass: 910.7 g mol⁻¹
Energy relative to the best compared isomer or geometry (same formula, charge and spin): 682.24 kJ/mol
SMILES string: CCN(CC)CC.CCN(CC)CC.CCN(CC)CC.CCN(CC)CC.CCN(CC)CC.CCN(CC)CC.CCN(CC)CC.CCN(CC)CC.CCN(CC)CC
HOMO-LUMO gap: 0.3247 Eh

```
198
Properties=species:S:1:pos:R:3:lowdin_charge:R:1
C -4.40 8.95 -8.85 -0.099
C -5.58 8.28 -8.21 -0.277
N -6.13 9.13 -7.13 -0.162
C -5.32 8.86 -5.91 -0.234
C -5.62 7.59 -5.11 -0.093
C -7.55 8.93 -7.03 -0.300
C -8.28 10.07 -6.32 -0.084
H -3.55 9.01 -8.16 0.061
H -4.58 10.00 -9.08 0.077
H -4.16 8.50 -9.82 0.073
H -6.32 8.23 -9.01 0.104
H -5.46 7.23 -7.95 0.112
H -4.25 8.97 -6.08 0.104
H -5.61 9.61 -5.17 0.101
H -6.65 7.68 -4.76 0.061
H -5.58 6.69 -5.72 0.062
H -4.95 7.47 -4.26 0.074
H -7.90 7.96 -6.67 0.108
H -7.96 8.87 -8.04 0.106
H -9.36 9.99 -6.42 0.070
H -7.95 11.01 -6.75 0.074
H -8.03 10.11 -5.26 0.061
C 3.43 10.25 -3.18 -0.107
C 4.68 10.29 -4.01 -0.254
N 5.64 9.41 -3.28 -0.182
C 6.94 9.62 -3.91 -0.288
C 7.48 10.79 -3.18 -0.110
C 5.37 8.02 -3.28 -0.306
C 4.82 7.29 -4.47 -0.092
H 3.66 10.50 -2.14 0.085
H 2.86 9.32 -3.23 0.067
H 2.74 11.01 -3.56 0.072
H 4.47 10.00 -5.04 0.112
H 4.87 11.36 -4.08 0.111
H 7.76 8.92 -3.73 0.115
H 6.79 9.63 -4.99 0.115
H 7.79 10.54 -2.16 0.083
H 8.43 11.09 -3.63 0.072
H 6.78 11.63 -3.20 0.066
H 4.67 7.82 -2.46 0.108
H 6.28 7.55 -2.91 0.117
H 4.58 6.25 -4.22 0.075
H 5.53 7.43 -5.29 0.076
H 3.80 7.49 -4.77 0.066
C -0.30 0.98 -0.12 -0.094
C 0.11 -0.44 -0.18 -0.310
N 0.27 -0.95 1.14 -0.220
C 0.40 -2.41 1.05 -0.238
C 0.29 -3.09 2.45 -0.076
C 1.29 -0.34 1.92 -0.268
C 2.69 -0.61 1.42 -0.090
H -0.46 1.23 -1.17 0.077
H 0.44 1.67 0.29 0.067
H -1.21 1.11 0.47 0.086
H -0.58 -1.02 -0.80 0.121
H 1.07 -0.54 -0.68 0.109
H -0.48 -2.68 0.47 0.105
H 1.27 -2.71 0.46 0.104
H -0.37 -2.46 3.04 0.071
H -0.15 -4.09 2.45 0.065
H 1.25 -3.08 2.97 0.062
H 1.24 -0.76 2.92 0.105
H 1.11 0.73 1.97 0.110
H 3.38 -0.19 2.15 0.074
H 2.84 -0.04 0.50 0.066
H 3.11 -1.59 1.18 0.074
C 4.89 -4.63 -5.94 -0.081
C 6.47 -4.61 -5.70 -0.224
N 6.90 -3.42 -4.90 -0.190
C 6.62 -2.12 -5.50 -0.265
C 7.21 -1.86 -6.90 -0.077
C 8.35 -3.53 -4.70 -0.253
C 8.55 -4.41 -3.43 -0.088
H 4.25 -4.72 -5.06 0.068
H 4.57 -5.52 -6.49 0.057
H 4.62 -3.84 -6.63 0.055
H 6.65 -5.57 -5.21 0.098
H 6.93 -4.72 -6.68 0.094
H 5.55 -1.92 -5.60 0.095
H 6.82 -1.41 -4.70 0.113
H 6.47 -1.19 -7.34 0.066
H 8.24 -1.49 -6.91 0.069
H 7.07 -2.70 -7.59 0.062
H 8.77 -2.55 -4.47 0.110
H 8.82 -3.98 -5.57 0.109
H 8.09 -5.39 -3.53 0.052
H 8.05 -4.01 -2.54 0.069
H 9.58 -4.61 -3.16 0.062
C 11.31 -0.67 10.02 -0.083
C 11.00 -2.13 9.65 -0.248
N 10.48 -2.26 8.29 -0.177
C 11.65 -2.37 7.35 -0.262
C 11.29 -2.83 5.94 -0.107
C 9.45 -1.34 7.75 -0.267
C 8.37 -1.19 8.75 -0.118
H 11.69 -0.14 9.15 0.068
H 12.11 -0.66 10.76 0.068
H 10.45 -0.16 10.46 0.059
H 11.90 -2.74 9.79 0.105
H 10.30 -2.64 10.30 0.105
H 12.22 -1.44 7.31 0.102
H 12.37 -3.12 7.69 0.104
H 10.69 -3.72 6.12 0.079
H 10.82 -2.08 5.31 0.062
H 12.14 -3.09 5.30 0.067
H 8.97 -1.68 6.83 0.113
H 9.86 -0.34 7.61 0.113
H 8.01 -2.05 9.31 0.082
H 7.51 -0.88 8.15 0.074
H 8.53 -0.47 9.55 0.062
C -5.51 -0.96 10.16 -0.084
C -4.91 0.04 9.18 -0.306
N -4.57 1.42 9.58 -0.130
C -5.86 2.18 9.34 -0.280
C -5.64 3.61 9.79 -0.110
C -3.47 1.94 8.69 -0.239
C -3.86 2.19 7.24 -0.106
H -6.55 -0.65 10.17 0.063
H -5.01 -0.92 11.14 0.076
H -5.41 -1.98 9.78 0.072
H -3.99 -0.46 8.91 0.103
H -5.50 0.09 8.27 0.103
H -6.30 2.23 8.34 0.104
H -6.65 1.88 10.03 0.111
H -6.61 4.10 9.85 0.074
H -5.17 3.54 10.77 0.079
H -4.96 4.14 9.14 0.063
H -2.75 1.13 8.62 0.099
H -2.87 2.79 9.02 0.105
H -2.94 2.46 6.72 0.077
H -4.73 2.82 7.02 0.063
H -4.24 1.28 6.78 0.064
C 3.83 -14.90 5.01 -0.096
C 3.06 -13.71 5.62 -0.249
N 1.59 -13.86 5.40 -0.177
C 1.24 -13.84 3.99 -0.267
C -0.16 -14.50 3.77 -0.078
C 0.94 -12.75 6.15 -0.231
C 0.83 -12.91 7.72 -0.079
H 3.91 -14.84 3.92 0.057
H 3.32 -15.81 5.30 0.077
H 4.84 -14.93 5.41 0.066
H 3.29 -13.71 6.69 0.099
H 3.47 -12.81 5.15 0.110
H 1.34 -12.88 3.48 0.115
H 1.90 -14.45 3.37 0.094
H -0.90 -13.88 4.28 0.052
H -0.38 -14.34 2.71 0.061
H -0.36 -15.56 3.90 0.071
H -0.13 -12.68 5.94 0.096
H 1.52 -11.84 5.97 0.103
H 0.46 -12.08 8.32 0.067
H 1.84 -13.22 8.02 0.047
H 0.11 -13.68 7.97 0.064
C -10.92 -0.49 3.97 -0.101
C -11.03 -0.44 2.47 -0.299
N -10.27 0.62 1.78 -0.152
C -10.79 0.54 0.37 -0.281
C -10.32 1.67 -0.49 -0.111
C -8.76 0.58 1.94 -0.206
C -8.11 -0.63 1.29 -0.105
H -11.36 0.37 4.48 0.079
H -9.92 -0.81 4.28 0.066
H -11.54 -1.32 4.32 0.070
H -10.80 -1.43 2.06 0.106
H -12.10 -0.30 2.31 0.107
H -10.40 -0.35 -0.13 0.100
H -11.87 0.50 0.40 0.112
H -9.25 1.74 -0.66 0.067
H -10.85 1.72 -1.44 0.072
H -10.58 2.63 -0.06 0.074
H -8.60 0.56 3.02 0.096
H -8.23 1.44 1.51 0.104
H -8.44 -1.63 1.58 0.068
H -7.04 -0.61 1.49 0.071
H -8.24 -0.62 0.21 0.062
C -2.13 1.60 -9.16 -0.086
C -3.10 0.98 -10.17 -0.294
N -4.23 0.46 -9.49 -0.210
C -4.02 -0.96 -9.14 -0.226
C -4.50 -1.08 -7.68 -0.086
C -5.35 0.63 -10.38 -0.266
C -6.72 0.18 -9.79 -0.084
H -1.90 0.88 -8.37 0.062
H -2.43 2.50 -8.64 0.071
H -1.17 1.87 -9.62 0.065
H -3.39 1.83 -10.79 0.109
H -2.59 0.25 -10.80 0.119
H -4.33 -1.65 -9.93 0.122
H -2.95 -1.10 -9.04 0.101
H -4.27 -0.23 -7.04 0.077
H -5.59 -1.15 -7.64 0.049
H -4.11 -1.98 -7.21 0.065
H -5.16 -0.02 -11.23 0.105
H -5.49 1.62 -10.81 0.113
H -6.80 0.71 -8.84 0.072
H -6.76 -0.86 -9.49 0.053
H -7.60 0.28 -10.42 0.069
```

# 2
This record from the OMol25 dataset describes 10 unconnected molecules or ions with the total composition C54H136N8O18 at a distorted geometry. The level of theory is wB97M-V/def2-TZVPD.

Properties
Multiplicity: 1
Molar mass: 1185.7 g mol⁻¹
Energy relative to the best compared isomer or geometry (same formula, charge and spin): 185.08 kJ/mol
SMILES string: COCCNCCOC.COCCNCCOC.COCCNCCOC.COCCNCCOC.COCCNCCOC.COCCNCCOC.COCCNCCOC.COCCNCCOC.CC(C)O.CC(C)O
HOMO-LUMO gap: 0.3274 Eh

```
216
Properties=species:S:1:pos:R:3:lowdin_charge:R:1
C 1.24 -3.33 -2.34 -0.091
O 0.15 -3.70 -1.52 -0.211
C 0.12 -4.95 -0.92 -0.226
C 0.09 -6.16 -1.87 -0.209
N -0.50 -7.31 -1.21 -0.064
C 0.37 -8.17 -0.44 -0.213
C -0.33 -9.43 0.04 -0.232
O -1.16 -9.08 1.12 -0.187
C -1.70 -10.19 1.80 -0.125
H 2.21 -3.28 -1.84 0.092
H 0.95 -2.39 -2.81 0.076
H 1.38 -4.09 -3.12 0.083
H -0.87 -4.98 -0.46 0.104
H 0.87 -5.10 -0.14 0.127
H 1.07 -6.45 -2.26 0.114
H -0.50 -5.93 -2.76 0.117
H -1.36 -7.09 -0.72 0.080
H 0.74 -7.66 0.47 0.121
H 1.22 -8.47 -1.06 0.121
H 0.44 -10.15 0.33 0.122
H -0.94 -9.82 -0.79 0.129
H -2.27 -9.82 2.65 0.091
H -0.95 -10.90 2.16 0.091
H -2.39 -10.72 1.13 0.055
C -3.00 -1.84 -6.00 -0.117
O -2.69 -0.50 -6.24 -0.188
C -1.74 0.04 -5.35 -0.246
C -1.23 1.37 -5.83 -0.167
N -2.38 2.22 -6.12 -0.060
C -2.13 3.66 -5.88 -0.180
C -2.13 3.93 -4.39 -0.223
O -1.73 5.29 -4.23 -0.195
C -1.68 5.65 -2.86 -0.094
H -3.61 -1.93 -5.08 0.086
H -2.14 -2.48 -5.79 0.086
H -3.59 -2.19 -6.84 0.090
H -0.94 -0.73 -5.30 0.121
H -2.13 0.05 -4.32 0.091
H -0.72 1.12 -6.77 0.130
H -0.54 1.77 -5.09 0.105
H -2.61 2.13 -7.11 0.123
H -2.92 4.25 -6.33 0.126
H -1.15 3.96 -6.28 0.117
H -1.39 3.30 -3.87 0.102
H -3.12 3.77 -3.96 0.120
H -1.83 6.73 -2.83 0.092
H -0.69 5.38 -2.49 0.073
H -2.47 5.17 -2.27 0.083
C 6.29 4.86 -4.07 -0.115
O 6.41 3.79 -3.15 -0.178
C 7.04 4.18 -1.95 -0.234
C 6.05 4.77 -0.96 -0.197
N 5.09 3.83 -0.44 -0.056
C 5.56 2.94 0.60 -0.218
C 4.39 2.13 1.16 -0.216
O 3.93 1.33 0.09 -0.190
C 2.88 0.47 0.45 -0.113
H 7.18 5.48 -3.97 0.088
H 5.35 5.44 -4.03 0.058
H 6.20 4.46 -5.08 0.091
H 7.89 4.86 -2.12 0.116
H 7.49 3.28 -1.53 0.117
H 5.49 5.56 -1.48 0.115
H 6.55 5.27 -0.12 0.119
H 4.65 3.27 -1.16 0.081
H 6.07 3.44 1.43 0.123
H 6.33 2.24 0.23 0.118
H 3.65 2.87 1.47 0.126
H 4.81 1.47 1.92 0.127
H 2.80 -0.29 -0.33 0.090
H 1.93 1.01 0.45 0.042
H 3.01 -0.01 1.43 0.085
C 4.86 7.08 -6.53 -0.112
O 3.89 6.73 -5.54 -0.211
C 2.71 6.40 -6.26 -0.233
C 1.58 5.86 -5.39 -0.204
N 1.67 4.46 -4.99 -0.034
C 2.73 4.23 -4.00 -0.194
C 2.25 3.18 -3.01 -0.219
O 1.21 3.72 -2.22 -0.201
C 1.47 3.59 -0.84 -0.083
H 5.80 7.42 -6.10 0.086
H 4.38 7.95 -7.01 0.086
H 5.04 6.30 -7.27 0.088
H 2.97 5.67 -7.04 0.124
H 2.32 7.32 -6.72 0.121
H 0.66 6.05 -5.94 0.115
H 1.60 6.50 -4.49 0.127
H 0.78 4.27 -4.55 0.072
H 2.94 5.05 -3.30 0.129
H 3.59 3.89 -4.57 0.117
H 3.07 2.78 -2.41 0.106
H 1.94 2.25 -3.53 0.124
H 0.67 4.10 -0.30 0.068
H 2.42 3.99 -0.47 0.085
H 1.38 2.53 -0.56 0.058
C 0.37 -1.99 1.31 -0.079
O 1.13 -2.93 2.05 -0.189
C 1.88 -2.38 3.11 -0.233
C 1.85 -3.35 4.27 -0.222
N 2.59 -4.54 3.92 -0.060
C 2.87 -5.51 4.97 -0.203
C 3.74 -4.93 6.07 -0.246
O 3.78 -5.84 7.14 -0.176
C 4.78 -5.53 8.06 -0.133
H -0.18 -1.29 1.95 0.088
H -0.35 -2.57 0.75 0.071
H 1.02 -1.51 0.56 0.075
H 1.44 -1.42 3.40 0.104
H 2.91 -2.16 2.81 0.121
H 0.78 -3.53 4.48 0.129
H 2.20 -2.85 5.18 0.104
H 2.15 -4.95 3.11 0.109
H 3.32 -6.41 4.56 0.121
H 1.91 -5.85 5.40 0.122
H 3.38 -3.95 6.40 0.109
H 4.72 -4.75 5.61 0.129
H 5.76 -5.41 7.57 0.087
H 4.80 -6.29 8.83 0.087
H 4.64 -4.55 8.56 0.087
C -5.13 -12.52 1.19 -0.116
O -5.75 -11.35 0.72 -0.172
C -4.83 -10.31 0.51 -0.266
C -5.45 -9.19 -0.27 -0.200
N -4.49 -8.08 -0.30 -0.058
C -4.79 -7.15 -1.37 -0.222
C -3.91 -5.91 -1.38 -0.190
O -4.69 -4.82 -0.84 -0.197
C -3.97 -3.62 -0.81 -0.126
H -5.91 -13.17 1.58 0.087
H -4.42 -12.29 1.99 0.085
H -4.56 -13.04 0.41 0.091
H -3.96 -10.67 -0.06 0.114
H -4.41 -9.94 1.46 0.116
H -6.38 -8.86 0.22 0.129
H -5.68 -9.50 -1.28 0.125
H -4.54 -7.56 0.56 0.122
H -5.85 -6.87 -1.45 0.125
H -4.54 -7.59 -2.34 0.119
H -3.59 -5.62 -2.38 0.125
H -3.10 -6.03 -0.65 0.101
H -2.94 -3.75 -0.45 0.075
H -4.52 -2.93 -0.17 0.092
H -3.97 -3.11 -1.78 0.080
C 0.02 1.63 2.58 -0.139
O 1.00 1.29 3.50 -0.194
C 0.89 2.05 4.69 -0.221
C 1.86 1.47 5.70 -0.214
N 1.70 2.15 6.99 -0.059
C 0.62 1.58 7.83 -0.188
C 1.18 0.58 8.82 -0.231
O 1.95 1.31 9.77 -0.201
C 2.10 0.62 10.99 -0.108
H -0.98 1.40 2.97 0.099
H 0.18 1.13 1.62 0.051
H -0.05 2.71 2.33 0.076
H -0.15 2.02 5.06 0.120
H 1.08 3.11 4.47 0.127
H 2.85 1.80 5.39 0.124
H 1.77 0.38 5.71 0.116
H 2.57 2.12 7.51 0.097
H -0.11 1.12 7.16 0.112
H 0.13 2.41 8.35 0.117
H 1.83 -0.15 8.33 0.126
H 0.33 0.08 9.31 0.120
H 1.14 0.27 11.37 0.085
H 2.53 1.32 11.71 0.087
H 2.82 -0.19 10.86 0.089
C -4.13 3.81 3.01 -0.105
O -2.82 4.24 2.76 -0.197
C -2.55 4.55 1.42 -0.220
C -1.26 5.35 1.35 -0.217
N -1.25 6.43 2.32 -0.065
C 0.03 7.07 2.53 -0.217
C -0.01 7.90 3.80 -0.254
O 0.93 8.93 3.87 -0.176
C 2.23 8.48 4.14 -0.119
H -4.88 4.60 2.89 0.091
H -4.14 3.44 4.04 0.089
H -4.44 3.00 2.35 0.086
H -3.35 5.14 0.96 0.131
H -2.38 3.64 0.83 0.088
H -1.18 5.79 0.36 0.117
H -0.40 4.67 1.52 0.085
H -1.62 6.06 3.19 0.105
H 0.38 7.67 1.69 0.130
H 0.79 6.26 2.65 0.113
H -0.05 7.29 4.72 0.128
H -0.99 8.38 3.88 0.128
H 2.92 9.32 4.16 0.087
H 2.61 7.81 3.36 0.084
H 2.25 7.92 5.09 0.090
C -2.39 1.36 -0.36 -0.036
C -1.99 0.42 -1.47 -0.476
C -0.59 0.67 -2.00 -0.034
O -2.12 -0.94 -1.05 -0.040
H -1.67 1.31 0.47 0.062
H -3.27 0.96 0.15 0.093
H -2.53 2.36 -0.75 0.074
H -2.68 0.59 -2.31 0.109
H -0.34 -0.08 -2.76 0.068
H 0.20 0.68 -1.25 0.067
H -0.49 1.63 -2.52 0.064
H -2.15 -1.46 -1.86 0.074
C -5.22 1.30 -3.92 -0.054
C -5.89 1.72 -5.21 -0.483
C -7.33 2.12 -5.00 -0.067
O -5.23 2.90 -5.70 -0.079
H -5.20 2.17 -3.26 0.085
H -4.24 0.87 -4.09 0.047
H -5.85 0.57 -3.39 0.083
H -5.87 0.99 -6.03 0.136
H -7.78 2.46 -5.94 0.078
H -7.41 2.90 -4.24 0.083
H -7.96 1.25 -4.80 0.079
H -4.28 2.73 -5.80 0.019
```

E? In order: -71589.4344 -106967.3722 eV.